Entry 1:
C4H8NO | the ωB97M-V functional and the def2-TZVPD basis

Summary:
Total charge: +1
Electronic energy, a.u.: -286.661569
<S²>: 2.0088
Multiplicity: 3

```
14
Properties=species:S:1:pos:R:3:forces:R:3:lowdin_charge:R:1
C -0.891 0.370 -0.618 1.584 -1.775 -0.660 -0.0676
C 0.449 0.564 -1.317 -2.786 2.563 -2.665 0.0827
C -1.908 0.881 0.398 0.949 -1.641 0.377 0.0160
C 1.290 -0.779 0.656 -0.196 -2.228 3.504 -0.2611
N 0.463 -0.070 -0.196 -2.851 -3.149 4.248 0.0430
O 2.585 -0.689 0.298 0.488 -0.781 -1.344 0.0563
H -1.529 -0.353 -1.303 1.515 0.729 0.743 0.2295
H 1.119 0.889 -2.006 1.349 1.096 -2.097 0.1018
H -1.629 1.795 0.809 0.672 1.745 0.613 0.0763
H -1.994 0.159 1.257 -0.149 0.479 -1.084 0.1278
H -2.795 0.987 -0.165 -1.235 0.070 -0.143 0.0789
H 1.284 -0.494 1.718 -0.738 0.770 -0.008 0.1649
H 0.944 -1.924 0.887 0.174 1.965 -1.211 0.2244
H 2.613 -1.337 -0.419 1.223 0.158 -0.273 0.1270
```
Positions in Å, forces in eV/Å.

Entry 2:
C4H8NO2 | the ωB97M-V functional and the def2-TZVPD basis

Summary:
Total charge: -1
Electronic energy, a.u.: -362.459447
Multiplicity: 1

```
15
Properties=species:S:1:pos:R:3:forces:R:3:lowdin_charge:R:1
O 2.693 1.024 0.169 -1.615 -1.015 -0.156 -0.1290
C 1.452 1.293 -0.080 3.916 2.237 0.810 -0.7344
O 1.094 2.460 -0.252 -1.480 1.119 -0.195 -0.0669
C 0.451 0.223 -0.301 -0.019 0.992 1.138 -0.4158
C -0.786 0.369 0.597 -1.828 -2.083 -0.209 -0.1745
C -1.782 -0.704 0.066 4.016 -1.840 -4.067 -0.1606
N 1.087 -1.037 -0.192 0.363 -1.637 -4.180 0.0194
H 0.279 0.395 -1.367 -0.970 -0.291 0.038 0.1492
H -1.400 1.293 0.483 1.417 -0.153 0.599 0.1120
H -0.562 0.011 1.663 -0.033 1.233 -1.260 0.1307
H -2.169 -0.465 -0.954 0.533 0.416 0.360 0.0670
H -1.207 -1.731 -0.186 -1.050 2.219 0.840 0.1001
H -2.631 -0.991 0.502 -3.215 -0.660 2.885 -0.0165
H 1.542 -1.303 0.610 0.609 0.107 3.065 0.0319
H 1.938 -0.838 -0.761 -0.644 -0.643 0.331 0.0877
```
Positions in Å, forces in eV/Å.

Entry 3:
C4H8NO2 | the ωB97M-V functional and the def2-TZVPD basis

Summary:
Total charge: -1
Electronic energy, a.u.: -362.483650
Multiplicity: 1

```
15
Properties=species:S:1:pos:R:3:forces:R:3:lowdin_charge:R:1
N 1.218 -2.471 0.032 -0.176 0.578 0.072 0.0662
C 0.014 -1.764 -0.385 0.400 -0.415 -0.308 -0.8818
O -0.751 -1.403 0.523 -0.272 -0.181 0.291 -0.0861
O -0.057 -1.584 -1.621 -0.099 0.078 -0.098 -0.1113
H 1.045 -3.129 0.775 0.127 -0.069 -0.025 0.0408
H 1.715 -2.815 -0.774 -0.104 -0.380 0.093 0.0424
C -1.067 1.696 0.997 0.858 0.036 0.682 -0.1466
C -0.364 1.784 -0.334 -0.219 0.402 0.720 -0.2445
C 0.659 1.011 -0.677 -0.087 0.273 -0.160 -0.0399
H -2.004 1.149 0.897 -0.094 0.093 -0.184 0.0662
H -0.483 1.096 1.699 0.038 -0.103 -0.123 0.0617
H -1.243 2.655 1.502 -0.149 0.085 -0.320 0.0491
H -0.807 2.538 -0.986 -0.119 -0.640 -0.577 0.0746
H 0.872 0.756 -1.707 0.411 0.630 -0.124 0.0498
H 1.254 0.479 0.058 -0.513 -0.388 0.061 0.0594
```
Positions in Å, forces in eV/Å.

Entry 4:
C4H8NO2 | the ωB97M-V functional and the def2-TZVPD basis

Summary:
Total charge: -1
Electronic energy, a.u.: -362.424647
Multiplicity: 1

```
15
Properties=species:S:1:pos:R:3:forces:R:3:lowdin_charge:R:1
O -0.696 2.760 -0.634 -0.035 -0.229 0.031 0.0077
C -0.448 1.914 0.200 -0.053 0.394 -0.138 -0.2504
C -0.577 0.434 0.034 -0.253 0.188 -0.608 -0.4089
C 0.811 -0.196 0.165 -0.453 -1.589 0.545 -0.1638
C 0.731 -1.727 0.646 0.703 0.383 -0.225 -0.5597
O 1.936 -2.266 0.827 -0.158 0.124 0.010 -0.3622
N -1.245 0.090 -1.224 -0.034 0.018 0.049 0.0368
H -0.088 2.239 1.190 0.127 -0.083 0.192 0.1168
H -1.243 0.100 0.847 0.378 -0.086 0.253 0.1319
H 1.469 0.281 0.886 0.060 0.310 -0.009 0.0944
H 1.284 -0.304 -0.809 0.229 0.593 -0.113 0.0984
H 0.081 -1.717 1.563 -0.188 0.045 -0.054 0.0759
H 0.146 -2.209 -0.177 -0.350 -0.131 0.140 0.0754
H -0.592 -0.351 -1.861 -0.037 0.064 0.097 0.0617
H -1.569 0.950 -1.652 0.065 0.000 -0.169 0.0460
```
Positions in Å, forces in eV/Å.

Entry 5:
C4H8NO2 | the ωB97M-V functional and the def2-TZVPD basis

Summary:
Total charge: -1
Electronic energy, a.u.: -362.321951
Multiplicity: 1

```
15
Properties=species:S:1:pos:R:3:forces:R:3:lowdin_charge:R:1
O 2.193 -0.933 0.291 0.897 -0.370 -0.524 -0.0145
C 1.390 -0.036 0.294 -1.384 -1.767 1.445 -0.3165
C 0.438 0.373 -0.768 2.026 1.289 -0.784 -0.3275
C -1.007 0.184 -0.837 -0.409 0.856 1.796 -0.1330
C -1.626 0.048 0.611 -1.298 0.560 0.387 -0.5569
O -2.852 -0.470 0.644 0.055 -0.558 -0.336 -0.3569
N 1.214 1.200 -1.433 -2.203 -0.660 -2.345 0.0990
H 1.281 0.562 1.219 -0.074 0.378 -0.248 0.1194
H 0.978 -1.363 3.260 0.169 -0.090 -0.206 0.0381
H -1.281 -0.705 -1.397 0.277 -0.352 -0.030 0.1206
H -1.516 1.038 -1.264 0.129 0.129 -0.614 0.1049
H -0.890 -0.438 1.296 0.280 -0.270 -0.137 0.0655
H -1.698 1.110 0.986 0.728 0.133 -0.024 0.0845
H 2.023 0.674 -1.769 0.961 0.649 1.362 0.0542
H 1.416 -1.548 2.678 -0.153 0.073 0.257 0.0194
```
Positions in Å, forces in eV/Å.

Entry 6:
C4H8NO2 | the ωB97M-V functional and the def2-TZVPD basis

Summary:
Total charge: -1
Electronic energy, a.u.: -362.458719
Multiplicity: 1

```
15
Properties=species:S:1:pos:R:3:forces:R:3:lowdin_charge:R:1
C -0.578 -1.541 -1.486 0.276 -0.098 -0.208 -0.0246
C -1.300 -0.854 -0.359 -0.373 -0.182 0.424 -0.5686
N -0.671 0.178 0.220 0.165 0.181 -0.297 0.0557
C 0.621 0.746 -0.130 0.501 1.252 0.028 -0.2159
C 1.472 1.222 1.105 -0.052 -0.215 -0.719 -0.5765
O 2.737 1.457 0.776 0.262 -0.105 -0.030 -0.3563
O -2.399 -1.257 0.032 0.047 0.101 -0.205 -0.0269
H 0.323 -2.025 -1.118 0.102 -0.098 0.140 0.0806
H -0.236 -0.841 -2.245 -0.097 0.127 -0.063 0.0740
H -1.220 -2.292 -1.931 -0.159 -0.016 0.024 0.0698
H -1.221 0.700 0.891 0.121 -0.253 0.052 0.1430
H 1.275 0.102 -0.710 -0.239 -0.457 0.108 0.0930
H 0.503 1.674 -0.713 -0.195 -0.304 -0.216 0.1042
H 0.947 2.158 1.417 -0.365 -0.063 0.597 0.0714
H 1.293 0.415 1.860 0.008 0.130 0.365 0.0770
```
Positions in Å, forces in eV/Å.

Entry 7:
C4H8NO2 | the ωB97M-V functional and the def2-TZVPD basis

Summary:
Electronic energy, a.u.: -362.345437
<S²>: 0.7675
Multiplicity: 2

```
15
Properties=species:S:1:pos:R:3:forces:R:3:lowdin_charge:R:1
C -1.230 -1.108 0.597 -0.676 0.057 0.897 -0.3069
N -0.950 -0.657 -0.627 0.054 -0.962 -0.942 0.1617
C -0.697 1.637 -1.157 -1.057 -0.103 1.405 -0.0437
C 0.000 0.289 -1.092 0.595 0.073 0.922 -0.3445
C 1.475 0.397 -0.419 -1.439 -0.742 0.329 -0.1782
O 1.681 0.060 0.922 0.533 0.507 -0.248 -0.0638
O -0.590 -0.878 1.623 -0.107 -0.208 0.241 0.0584
H -2.104 -1.795 0.671 0.398 0.451 -0.272 0.1324
H 0.869 -0.231 1.360 -0.330 -0.020 -0.016 0.0139
H -0.017 2.394 -1.416 0.986 0.949 -0.533 0.0596
H -1.113 1.917 -0.173 0.234 -0.188 -0.239 0.1002
H -1.523 1.653 -1.843 -0.322 -0.162 -0.446 0.0747
H 0.219 -0.046 -2.096 0.090 0.165 -0.466 0.1217
H 1.749 1.436 -0.575 0.384 -0.008 -0.281 0.1085
H 2.020 -0.322 -1.013 0.659 0.192 -0.349 0.1058
```
Positions in Å, forces in eV/Å.

Entry 8:
C4H8NO2 | the ωB97M-V functional and the def2-TZVPD basis

Summary:
Electronic energy, a.u.: -362.188731
<S²>: 0.7624
Multiplicity: 2

```
15
Properties=species:S:1:pos:R:3:forces:R:3:lowdin_charge:R:1
O -1.289 0.487 -0.890 1.070 0.404 -0.520 -0.0083
C -0.998 0.627 0.300 -1.497 -0.100 0.167 -0.7433
O -1.669 0.423 1.312 0.664 0.158 0.429 0.0247
C 0.461 1.133 0.638 -1.264 1.213 -0.075 -0.1403
C 1.244 -1.518 0.244 3.819 -1.146 -1.627 -0.0631
C 0.592 -1.889 -1.068 -0.247 2.308 2.801 -0.0997
N 1.327 1.558 -0.260 -0.422 0.499 0.163 0.1937
H 0.591 1.382 1.688 0.675 -0.588 0.169 0.1410
H 1.092 -2.237 1.033 -0.787 0.247 0.469 0.0808
H 2.347 -1.296 0.264 -0.792 0.710 0.056 0.0980
H 0.677 -1.138 -1.844 0.388 -0.187 -0.203 0.0718
H -0.272 -1.510 -0.437 -1.601 -1.496 -2.056 0.0916
H 0.727 -2.917 -1.373 -0.677 -0.246 0.214 0.0891
H 0.831 1.528 -1.171 0.115 -0.690 -0.038 0.1087
H 1.126 0.149 0.146 0.558 -1.085 0.052 0.1554
```
Positions in Å, forces in eV/Å.

Entry 9:
C4H8NO2 | the ωB97M-V functional and the def2-TZVPD basis

Summary:
Electronic energy, a.u.: -362.367493
<S²>: 0.7708
Multiplicity: 2

```
15
Properties=species:S:1:pos:R:3:forces:R:3:lowdin_charge:R:1
C 0.592 1.518 0.341 0.430 0.049 -0.867 -0.2573
O 1.081 0.747 1.418 -0.307 -0.087 0.408 -0.0562
C -0.674 0.979 -0.305 -0.223 -0.329 0.016 -0.1742
C -0.619 -0.433 -0.910 -0.472 0.246 -0.018 -0.1235
C -0.226 -1.529 0.062 -0.019 0.886 -1.334 -0.5677
N 1.031 -2.064 -0.045 0.480 -0.230 0.432 0.2393
O -1.014 -1.887 0.909 -0.554 -0.526 1.021 0.1291
H 0.376 2.496 0.763 0.057 0.135 -0.031 0.1176
H 1.393 1.627 -0.406 -0.133 0.131 0.000 0.1203
H -1.419 0.982 0.449 -0.750 -0.331 1.126 0.1003
H -1.159 1.638 -1.032 0.747 0.218 -0.256 0.1186
H -1.634 -0.695 -1.195 -0.260 0.030 0.008 0.1166
H -0.080 -0.415 -1.843 0.750 -0.263 -0.110 0.1090
H 1.059 -2.817 0.658 0.042 -0.035 -0.241 0.0829
H 1.292 -0.147 1.135 0.213 0.109 -0.155 0.0453
```
Positions in Å, forces in eV/Å.

Entry 10:
C4H8NO2 | the ωB97M-V functional and the def2-TZVPD basis

Summary:
Total charge: +1
Electronic energy, a.u.: -362.064120
Multiplicity: 1

```
15
Properties=species:S:1:pos:R:3:forces:R:3:lowdin_charge:R:1
C -0.865 -0.917 -1.207 0.307 0.182 0.451 0.2182
C 1.518 -0.212 -0.671 0.479 -0.127 1.941 -0.3004
C 2.187 0.106 0.651 -4.380 0.648 -0.470 0.0668
C -1.911 0.745 0.747 0.232 -1.581 2.051 -0.0034
N -0.073 -0.153 -0.483 -2.130 -2.306 -3.114 -0.0705
O 1.923 -0.502 -1.717 -0.224 -0.197 -0.828 0.2380
O -0.521 0.782 0.331 -0.345 0.782 0.599 -0.0880
H -2.004 -0.845 -1.120 1.965 -0.023 -0.060 0.1375
H -0.420 -1.680 -1.925 -0.365 1.295 1.174 0.1532
H 1.320 0.104 1.415 2.049 0.815 -0.880 0.1337
H 2.762 0.968 0.428 0.148 1.454 0.530 0.1046
H 2.867 -0.595 0.924 1.914 -2.516 0.462 0.0666
H -2.154 -0.291 1.244 0.743 2.087 -0.335 0.1526
H -2.662 0.834 0.013 -0.362 0.389 -1.646 0.0677
H -1.968 1.654 1.370 -0.032 -0.901 0.127 0.1235
```
Positions in Å, forces in eV/Å.